[1]
The following is a DFT calculation (the ωB97M-V functional and the def2-TZVPD basis) of a cluster of 6 separate species, C36H88N4 in total.

Results
Highest occupied orbital energy: -8.05 eV
Strongest force on any atom: 12.68 eV Å⁻¹
HOMO-LUMO gap: 0.3241 Ha
Energy relative to the best compared isomer or geometry (same formula, charge and spin): 142.7 kJ/mol
Structure (SMILES): CCN(CC)CC.CCN(CC)CC.CCN(CC)CC.CCN(CC)CC.CCCCCC.CCCCCC

The geometry in ORCA input format:
```
! RIJCOSX wB97M-V def2-TZVPD def2/J DEFGRID3
* xyz 0 1
C 4.902 -2.298 -2.080
C 4.399 -2.663 -0.690
N 2.990 -2.223 -0.433
C 2.004 -2.783 -1.329
C 1.475 -4.179 -1.093
C 2.607 -2.318 0.977
C 3.226 -1.185 1.893
H 6.022 -2.609 -2.069
H 4.660 -1.258 -2.227
H 4.568 -2.841 -2.927
H 5.069 -2.303 -0.008
H 4.565 -3.776 -0.572
H 2.158 -2.512 -2.307
H 1.215 -1.910 -1.224
H 0.799 -4.470 -1.851
H 0.856 -4.178 -0.202
H 2.267 -5.012 -0.994
H 2.735 -3.335 1.408
H 1.493 -2.312 0.917
H 4.317 -1.271 2.026
H 2.816 -1.293 2.805
H 2.916 -0.064 1.457
C -4.193 -1.889 0.671
C -3.468 -1.176 -0.488
N -3.071 -2.299 -1.432
C -2.916 -1.989 -2.941
C -1.871 -0.920 -3.339
C -1.905 -3.094 -0.970
C -2.233 -4.609 -0.886
H -3.712 -2.796 1.147
H -5.112 -1.994 0.335
H -4.360 -1.214 1.395
H -2.652 -0.690 -0.264
H -4.161 -0.352 -0.931
H -3.672 -1.885 -3.399
H -2.732 -2.855 -3.397
H -0.954 -1.120 -2.764
H -2.254 -0.114 -2.878
H -1.642 -1.056 -4.325
H -1.583 -2.802 0.042
H -0.890 -2.952 -1.460
H -1.331 -5.010 -0.420
H -2.629 -5.092 -1.817
H -3.065 -4.788 -0.180
C -5.953 0.298 -4.184
C -6.204 1.723 -4.604
N -5.927 2.590 -3.382
C -4.449 2.591 -3.031
C -3.548 3.130 -4.110
C -6.553 3.809 -3.511
C -7.970 3.829 -3.102
H -6.489 -0.434 -5.145
H -6.472 0.115 -3.401
H -4.838 0.097 -4.139
H -7.262 1.955 -4.955
H -5.701 2.018 -5.452
H -4.017 1.582 -2.708
H -4.536 3.249 -2.059
H -3.233 2.613 -4.923
H -2.645 3.681 -3.590
H -4.031 4.130 -4.775
H -6.476 4.327 -4.519
H -6.028 4.516 -2.926
H -8.622 3.481 -3.831
H -8.131 4.967 -2.711
H -8.438 3.029 -2.363
C 3.800 2.867 1.648
C 4.796 1.932 2.153
N 6.021 2.516 2.752
C 6.770 1.671 3.813
C 7.355 0.341 3.254
C 7.009 2.976 1.703
C 7.959 4.165 2.315
H 3.175 3.384 2.440
H 3.201 2.468 0.913
H 4.240 3.649 0.928
H 5.258 1.033 1.442
H 4.378 1.244 2.943
H 6.055 1.488 4.862
H 7.403 2.125 4.303
H 7.540 -0.229 4.005
H 8.078 0.402 2.479
H 6.483 -0.087 2.785
H 6.262 3.296 1.012
H 7.781 2.121 1.496
H 7.395 5.061 2.574
H 8.508 4.645 1.444
H 8.497 3.791 3.138
C -0.020 1.489 1.724
C 0.031 1.406 0.206
C -0.642 2.613 -0.500
C 0.261 3.832 -0.325
C -0.473 4.896 -1.173
C 0.408 6.207 -1.195
H -1.023 1.584 2.015
H 0.319 2.463 2.206
H 0.200 0.536 2.246
H -0.678 0.635 -0.262
H 0.981 1.045 -0.121
H -1.744 2.607 0.023
H -0.807 2.317 -1.462
H 1.195 3.781 -0.877
H 0.375 4.306 0.783
H -1.209 5.214 -0.504
H -0.808 4.784 -2.246
H -0.029 7.172 -1.743
H 1.181 5.962 -1.884
H 0.913 6.648 -0.336
C 0.456 -6.232 2.405
C -0.424 -4.988 2.532
C 0.100 -4.032 3.646
C -0.600 -2.652 3.588
C -1.894 -2.387 4.369
C -2.330 -0.930 4.455
H -0.113 -6.737 1.678
H 0.760 -6.720 3.199
H 1.362 -5.706 1.939
H -1.541 -5.222 2.795
H -0.418 -4.635 1.448
H 1.190 -3.873 3.369
H 0.013 -4.496 4.647
H -0.861 -2.336 2.462
H -0.005 -1.903 3.954
H -1.637 -2.732 5.396
H -2.663 -2.941 3.887
H -3.003 -0.627 3.553
H -1.700 -0.220 4.880
H -3.197 -0.768 5.128
*
```

---

[2]
The following is a DFT calculation (the ωB97M-V functional and the def2-TZVPD basis) of a structure of composition C36H89Mn2O23P.

Results
Highest occupied orbital energy (spin up / spin down): -6.31 / -7.59 eV
⟨S²⟩: 30.01
Strongest force on any atom: 4.14 eV Å⁻¹
HOMO-LUMO gap (spin up / spin down): 0.2512 / 0.2979 Ha

The geometry in ORCA input format:
```
! RIJCOSX wB97M-V def2-TZVPD def2/J DEFGRID3
* xyz 0 11
Mn -15.350 -20.020 -16.092
Mn -17.925 -19.623 -15.266
O -19.667 -20.586 -15.355
H -20.428 -21.198 -15.343
O -17.098 -20.123 -17.181
H -17.343 -20.397 -18.086
O -16.373 -21.134 -14.710
H -15.930 -21.476 -13.909
O -16.190 -18.356 -15.340
H -15.941 -17.461 -15.039
C -11.123 -26.297 -15.814
O -11.886 -25.715 -14.806
C -12.656 -26.672 -14.038
C -13.252 -26.049 -12.781
O -14.293 -25.178 -13.115
C -15.484 -25.691 -13.694
C -16.505 -24.504 -13.953
O -17.669 -25.038 -14.546
C -18.688 -24.073 -14.627
H -10.652 -25.599 -16.506
H -11.698 -26.972 -16.447
H -10.291 -26.927 -15.498
H -11.945 -27.408 -13.662
H -13.392 -27.259 -14.587
H -12.559 -25.367 -12.287
H -13.589 -26.738 -12.007
H -15.955 -26.454 -13.074
H -15.357 -26.220 -14.639
H -16.174 -23.659 -14.556
H -16.707 -23.992 -13.012
H -19.560 -24.538 -15.087
H -18.450 -23.287 -15.344
H -18.985 -23.763 -13.625
C -14.823 -22.471 -17.971
O -14.195 -21.500 -17.102
C -13.415 -22.161 -16.073
C -12.765 -21.142 -15.193
O -13.707 -20.106 -14.950
C -13.564 -19.472 -13.702
C -12.306 -18.610 -13.411
O -11.988 -17.501 -14.262
C -12.968 -16.464 -14.344
H -14.064 -23.109 -18.423
H -15.342 -21.954 -18.778
H -15.514 -23.062 -17.370
H -12.705 -22.892 -16.460
H -14.019 -22.762 -15.394
H -11.919 -20.686 -15.708
H -12.359 -21.543 -14.264
H -13.586 -20.161 -12.858
H -14.423 -18.819 -13.545
H -11.420 -19.246 -13.412
H -12.499 -18.210 -12.416
H -13.969 -16.800 -14.614
H -12.882 -15.782 -15.190
H -13.005 -15.938 -13.390
C -14.503 -23.075 -21.597
O -15.826 -23.152 -21.094
C -16.644 -23.761 -22.074
C -18.023 -23.999 -21.472
O -18.740 -22.859 -21.021
C -18.544 -22.586 -19.690
C -19.391 -21.323 -19.295
O -20.782 -21.569 -19.455
C -21.585 -20.684 -18.741
H -14.366 -22.480 -22.500
H -14.104 -24.086 -21.677
H -13.837 -22.645 -20.848
H -16.163 -24.698 -22.355
H -16.761 -23.112 -22.943
H -18.071 -24.833 -20.772
H -18.543 -24.419 -22.332
H -17.511 -22.343 -19.440
H -18.871 -23.444 -19.103
H -18.937 -20.520 -19.876
H -19.198 -21.164 -18.234
H -21.408 -19.649 -19.035
H -21.324 -20.818 -17.691
H -22.662 -20.777 -18.881
C -15.929 -17.147 -11.361
O -14.888 -17.749 -10.662
C -15.260 -19.082 -10.234
C -14.099 -19.617 -9.396
O -12.966 -19.700 -10.250
C -11.783 -19.960 -9.509
C -10.696 -20.379 -10.558
O -11.096 -21.144 -11.722
C -11.386 -22.487 -11.470
H -16.897 -17.220 -10.865
H -16.041 -17.532 -12.374
H -15.578 -16.116 -11.422
H -15.505 -19.771 -11.042
H -16.120 -19.029 -9.567
H -14.426 -20.576 -8.992
H -13.896 -18.907 -8.594
H -11.974 -20.867 -8.935
H -11.481 -19.133 -8.866
H -9.831 -20.819 -10.061
H -10.321 -19.462 -11.014
H -10.568 -23.146 -11.178
H -11.741 -22.987 -12.371
H -12.155 -22.509 -10.699
C -18.485 -20.212 -12.145
O -18.280 -19.186 -13.074
C -19.141 -18.101 -12.798
C -18.891 -17.033 -13.873
O -19.006 -17.729 -15.146
C -19.187 -16.765 -16.147
C -19.351 -17.302 -17.589
O -19.115 -16.263 -18.596
C -19.244 -16.790 -19.895
H -17.829 -20.996 -12.522
H -19.524 -20.538 -12.195
H -18.079 -19.929 -11.173
H -18.957 -17.626 -11.834
H -20.200 -18.359 -12.811
H -17.945 -16.498 -13.795
H -19.634 -16.257 -13.691
H -18.294 -16.145 -16.223
H -19.993 -16.083 -15.874
H -20.373 -17.673 -17.664
H -18.740 -18.189 -17.759
H -19.307 -15.956 -20.594
H -20.112 -17.432 -20.043
H -18.323 -17.357 -20.034
C -10.416 -16.746 -18.585
C -11.523 -17.703 -18.078
O -12.491 -17.714 -19.075
P -14.092 -17.908 -18.688
O -14.391 -18.900 -17.619
O -14.612 -16.400 -18.474
C -15.960 -16.147 -18.187
C -16.114 -14.816 -17.407
O -14.739 -18.313 -20.145
C -15.849 -19.212 -20.288
C -15.878 -19.911 -21.652
H -10.083 -17.111 -19.556
H -10.721 -15.708 -18.718
H -9.628 -16.852 -17.840
H -11.187 -18.697 -17.782
H -11.859 -17.235 -17.153
H -16.559 -16.099 -19.097
H -16.421 -16.940 -17.599
H -15.803 -13.929 -17.960
H -17.161 -14.642 -17.161
H -15.518 -14.844 -16.495
H -15.770 -19.948 -19.489
H -16.770 -18.677 -20.055
H -16.096 -19.259 -22.497
H -14.910 -20.358 -21.881
H -16.541 -20.774 -21.586
*
```

---

[3]
The following is a DFT calculation (the ωB97M-V functional and the def2-TZVPD basis) of a structure of composition C36H90BF4KN6.

Results
Highest occupied orbital energy (spin up / spin down): -9.34 / -9.34 eV
⟨S²⟩: 0.75
Strongest force on any atom: 2.83 eV Å⁻¹
HOMO-LUMO gap (spin up / spin down): 0.2663 / 0.1057 Ha

The geometry in ORCA input format:
```
! RIJCOSX wB97M-V def2-TZVPD def2/J DEFGRID3
* xyz 1 2
K -2.079 0.836 2.350
B 0.171 -0.337 0.567
F 0.945 -0.269 1.714
F -0.903 -1.155 0.842
F -0.342 0.910 0.383
F 0.816 -0.806 -0.521
C 0.300 0.688 4.886
C -0.832 0.170 5.701
N -1.873 -0.491 4.947
C -1.397 -1.769 4.439
C -0.923 -2.840 5.449
C -3.032 -0.705 5.837
C -3.832 0.594 5.973
H -0.035 1.243 4.010
H 1.033 -0.075 4.623
H 0.856 1.426 5.465
H -0.366 -0.416 6.494
H -1.288 0.977 6.274
H -2.190 -2.220 3.843
H -0.690 -1.553 3.639
H -1.697 -3.177 6.140
H -0.595 -3.772 4.990
H -0.180 -2.418 6.126
H -2.696 -1.122 6.786
H -3.599 -1.513 5.376
H -3.225 1.424 6.335
H -4.630 0.409 6.692
H -4.322 0.882 5.042
C 0.600 4.988 2.032
C -0.309 3.734 2.225
N -1.770 3.991 2.263
C -2.229 4.814 1.177
C -2.092 4.062 -0.129
C -2.157 4.693 3.493
C -1.833 3.919 4.765
H 0.552 5.421 1.033
H 1.647 4.717 2.172
H 0.334 5.728 2.787
H -0.031 3.014 1.455
H 0.072 3.171 3.077
H -3.263 5.143 1.285
H -1.602 5.703 1.109
H -2.557 3.077 -0.081
H -2.498 4.609 -0.980
H -1.052 3.923 -0.423
H -3.228 4.874 3.583
H -1.729 5.692 3.574
H -0.779 4.100 4.978
H -2.048 2.853 4.697
H -2.454 4.263 5.592
C 3.152 2.402 3.420
C 4.281 2.625 2.383
N 3.924 3.169 1.045
C 5.107 3.399 0.193
C 5.881 4.647 0.586
C 2.912 2.214 0.346
C 2.362 2.827 -0.919
H 2.361 1.762 3.030
H 2.652 3.338 3.670
H 3.556 1.958 4.331
H 4.953 3.348 2.846
H 4.799 1.682 2.211
H 4.854 3.440 -0.867
H 5.802 2.562 0.251
H 6.854 4.659 0.095
H 6.167 4.707 1.636
H 5.286 5.548 0.439
H 3.406 1.253 0.198
H 2.075 2.020 1.016
H 2.142 3.872 -0.701
H 3.039 2.766 -1.771
H 1.433 2.314 -1.169
C 0.270 1.002 -3.904
C 1.483 0.271 -4.555
N 2.045 0.775 -5.791
C 2.650 2.107 -5.656
C 3.214 2.623 -6.926
C 2.770 -0.231 -6.621
C 4.202 -0.529 -5.964
H 0.632 1.940 -3.485
H -0.039 0.407 -3.045
H -0.579 1.124 -4.578
H 2.347 0.235 -3.891
H 1.209 -0.765 -4.756
H 1.964 2.850 -5.247
H 3.519 2.053 -5.001
H 3.671 3.603 -6.788
H 3.976 1.954 -7.324
H 2.507 2.710 -7.751
H 2.801 0.074 -7.667
H 2.143 -1.122 -6.662
H 4.667 -1.317 -6.556
H 4.142 -0.924 -4.950
H 4.792 0.380 -5.849
C -2.633 -2.476 -5.934
C -3.573 -3.261 -4.996
N -4.152 -2.407 -3.936
C -3.223 -1.754 -3.031
C -2.368 -2.750 -2.209
C -5.115 -1.407 -4.395
C -6.332 -2.074 -5.137
H -2.575 -3.104 -6.823
H -1.621 -2.395 -5.538
H -3.053 -1.520 -6.248
H -4.390 -3.785 -5.492
H -3.017 -4.117 -4.616
H -2.617 -1.082 -3.638
H -3.706 -1.122 -2.285
H -1.670 -2.209 -1.570
H -2.943 -3.476 -1.635
H -1.777 -3.334 -2.913
H -4.673 -0.633 -5.023
H -5.532 -0.901 -3.524
H -7.174 -1.417 -5.353
H -6.824 -2.797 -4.487
H -6.178 -2.711 -6.008
C 0.705 -7.046 2.984
C 0.967 -5.626 2.399
N 0.887 -5.550 0.927
C 1.399 -4.266 0.455
C 1.408 -4.041 -1.076
C -0.398 -5.892 0.387
C -1.487 -4.933 0.782
H -0.367 -7.246 2.959
H 1.021 -7.089 4.026
H 1.272 -7.814 2.457
H 0.354 -4.888 2.916
H 2.019 -5.399 2.574
H 0.810 -3.429 0.830
H 2.436 -4.246 0.789
H 1.865 -3.087 -1.339
H 1.902 -4.868 -1.587
H 0.400 -4.085 -1.490
H -0.695 -6.925 0.569
H -0.325 -5.879 -0.700
H -2.411 -5.288 0.325
H -1.239 -3.954 0.373
H -1.724 -4.858 1.843
*
```